Record 1
C4H7NS | ωB97M-V with the def2-TZVPD basis set

## Properties
Kohn-Sham gap ... 9.06 eV
SMILES string ... C=C(C)/C=N/S
HOMO ... -8.6 eV
Energy ... -609.49655 Eh
Maximum force ... 1.37 eV/Å
Energy above the lowest of the compared OMol25 structures with the same formula, charge and spin ... 162.6 kJ/mol

Last column: natural (NBO) charge in e.
Geometry (Å):
C (0.896, -0.849, 1.939)  -0.3514
C (-0.274, -0.501, 1.410)  -0.0599
C (-1.530, -0.431, 2.194)  -0.6315
C (-0.425, 0.002, 0.024)  0.0568
N (0.576, 0.013, -0.775)  -0.5316
S (0.414, 0.791, -2.285)  0.1764
H (0.810, -0.971, 3.006)  0.1931
H (1.820, -0.938, 1.395)  0.2215
H (-1.918, 0.589, 2.196)  0.2150
H (-1.381, -0.775, 3.225)  0.2181
H (-2.268, -1.027, 1.732)  0.2171
H (-1.405, 0.424, -0.271)  0.1572
H (1.673, 0.618, -2.711)  0.1192

---

Record 2
C4H7NS | ωB97M-V with the def2-TZVPD basis set

## Properties
Kohn-Sham gap ... 8.99 eV
SMILES string ... C=CCNC=S
HOMO ... -8.2 eV
Energy ... -609.51032 Eh
Maximum force ... 4.06 eV/Å
Energy above the lowest of the compared OMol25 structures with the same formula, charge and spin ... 126.5 kJ/mol

Last column: natural (NBO) charge in e.
Geometry (Å):
C (-0.690, 1.268, 1.680)  -0.4003
C (0.297, 1.235, 0.792)  -0.1802
C (0.680, 0.104, -0.134)  -0.2892
N (-0.350, -0.758, -0.622)  -0.5345
C (-0.162, -1.642, -1.527)  -0.0344
S (1.276, -2.063, -2.284)  -0.2351
H (-1.429, 0.473, 1.673)  0.1731
H (-0.842, 2.079, 2.373)  0.2141
H (0.904, 2.171, 0.775)  0.2179
H (1.194, 0.388, -1.057)  0.2371
H (1.433, -0.463, 0.385)  0.2271
H (-1.241, -0.627, -0.164)  0.4031
H (-1.070, -2.165, -1.890)  0.2011

---

Record 3
C4H7NS | ωB97M-V with the def2-TZVPD basis set

## Properties
Kohn-Sham gap ... 8.31 eV
HOMO ... -8.4 eV
Energy ... -609.34635 Eh
Maximum force ... 5.58 eV/Å
Energy above the lowest of the compared OMol25 structures with the same formula, charge and spin ... 557.0 kJ/mol

Last column: natural (NBO) charge in e.
Geometry (Å):
C (-0.990, 1.134, -0.123)  -0.7324
C (-1.122, -0.402, 0.031)  0.0539
C (0.927, -0.503, 0.792)  -0.2867
C (1.254, -0.816, -0.665)  -0.2814
H (-0.955, 1.854, 0.945)  0.2484
H (-1.726, 1.652, -0.750)  0.2634
H (0.115, 1.340, -0.689)  0.2138
H (1.653, -1.037, 1.406)  0.2223
H (0.194, 0.600, 1.117)  0.2617
H (2.122, -1.602, -0.720)  0.2381
H (1.350, 0.054, -1.337)  0.2140
N (-0.129, -1.345, 0.004)  -0.4320
S (-2.694, -0.928, -0.013)  0.0169

---

Record 4
C4H7NS | ωB97M-V with the def2-TZVPD basis set

## Properties
Kohn-Sham gap ... 7.12 eV
SMILES string ... C=CN=S.C=C
HOMO ... -8.6 eV
Energy ... -609.41819 Eh
Maximum force ... 3.67 eV/Å
Energy above the lowest of the compared OMol25 structures with the same formula, charge and spin ... 368.3 kJ/mol

Last column: natural (NBO) charge in e.
Geometry (Å):
C (2.249, -0.488, 0.044)  -0.3348
C (1.609, -0.394, 1.240)  -0.0869
N (0.835, -1.433, 1.829)  -0.5367
S (0.209, -0.986, 3.165)  0.3507
H (2.682, 0.460, -0.411)  0.2183
H (2.288, -1.455, -0.439)  0.2116
H (1.629, 0.532, 1.738)  0.1795
C (-1.855, -0.232, 0.097)  -0.3874
C (-1.915, 0.964, 0.578)  -0.4018
H (-1.260, -0.546, -0.816)  0.1955
H (-2.235, -1.096, 0.632)  0.1967
H (-2.556, 1.161, 1.485)  0.1969
H (-1.441, 1.848, 0.110)  0.1984

---

Record 5
C4H7NS2 | ωB97M-V with the def2-TZVPD basis set

## Properties
Kohn-Sham gap (spin up / spin down) ... 4.68 / 3.89 eV
HOMO (spin up / spin down) ... -7.4 / -7.0 eV
Energy ... -1007.44643 Eh
Maximum force ... 4.26 eV/Å
Energy above the lowest of the compared OMol25 structures with the same formula, charge and spin ... 755.7 kJ/mol

Last column: natural (NBO) charge in e.
Geometry (Å):
C (-0.956, -0.469, 0.362)  0.0050
C (-2.083, -0.741, 1.046)  -0.1429
C (1.698, 1.607, -0.707)  -1.0719
C (-0.758, -0.947, -0.915)  -0.1079
N (-0.010, 0.336, 0.985)  -0.9095
S (2.509, -1.080, 0.226)  -0.4622
S (1.438, 0.471, 0.498)  1.2972
H (-2.388, -0.135, 1.918)  0.2367
H (-2.760, -1.501, 0.670)  0.2026
H (2.465, 1.440, -1.446)  0.2338
H (0.813, 2.122, -1.209)  0.2196
H (-1.225, -1.902, -1.207)  0.2052
H (-0.524, -0.313, -1.844)  0.2524
H (1.780, 1.112, 1.621)  0.0420

---

Record 6
C4H7NSi | ωB97M-V with the def2-TZVPD basis set

## Properties
Kohn-Sham gap (spin up / spin down) ... 7.01 / 8.22 eV
HOMO (spin up / spin down) ... -6.0 / -9.5 eV
Energy ... -500.60606 Eh
Spin multiplicity ... 3
Maximum force ... 5.17 eV/Å
Energy above the lowest of the compared OMol25 structures with the same formula, charge and spin ... 21.4 kJ/mol

Last column: Löwdin spin population.
Geometry (Å):
C (3.271, 1.110, -0.091)  0.3036
C (2.650, 0.081, -0.185)  0.1106
C (1.948, -1.047, 0.058)  0.4924
C (-1.540, 0.070, -0.530)  0.5336
N (-1.929, 1.086, 0.218)  0.2922
Si (0.073, -1.091, 0.185)  0.1694
H (3.875, 1.959, -0.089)  0.0217
H (2.333, -1.859, -0.699)  0.0187
H (-1.660, 0.174, -1.597)  0.0422
H (-1.696, 0.772, 1.170)  0.0021
H (-2.606, 1.863, -0.091)  0.0031
H (-0.552, -2.281, 0.167)  0.0023
H (0.120, -0.370, 1.457)  0.0081

---

Record 7
C4H7NdO4 | ωB97M-V with the def2-TZVPD basis set

## Properties
Kohn-Sham gap (spin up / spin down) ... 5.18 / 5.23 eV
Charge ... +1
HOMO (spin up / spin down) ... -10.8 / -10.8 eV
Energy ... -1018.61882 Eh
Spin multiplicity ... 5
Maximum force ... 4.14 eV/Å
Energy above the lowest of the compared OMol25 structures with the same formula, charge and spin ... 334.4 kJ/mol

Last column: Löwdin spin population.
Geometry (Å):
O (-0.792, 0.892, 1.739)  -0.0005
C (0.096, 1.504, 0.990)  -0.0022
O (1.295, 1.047, 1.074)  -0.0139
Nd (2.142, 3.304, 2.102)  4.0229
O (-0.124, 2.610, 0.450)  -0.0062
C (-1.858, 0.135, 0.830)  0.0001
H (-2.180, 0.834, 0.048)  0.0000
H (-1.758, -0.940, 0.644)  0.0000
H (-2.645, 0.073, 1.591)  0.0000
C (0.939, -0.849, -1.592)  0.0000
C (0.031, -1.780, -1.186)  -0.0001
O (2.286, -1.005, -1.539)  0.0000
H (0.676, -0.136, -2.377)  0.0000
H (0.250, -2.367, -0.289)  0.0000
H (-0.895, -1.859, -1.757)  0.0000
H (2.537, -1.463, -0.728)  0.0000

---

Record 8
C4H7O | ωB97M-V with the def2-TZVPD basis set

## Properties
Kohn-Sham gap (spin up / spin down) ... 9.15 / 9.62 eV
HOMO (spin up / spin down) ... -8.0 / -10.2 eV
Energy ... -231.76470 Eh
Spin multiplicity ... 2
Maximum force ... 1.54 eV/Å
Energy above the lowest of the compared OMol25 structures with the same formula, charge and spin ... 0.0 kJ/mol

Last column: Löwdin spin population.
Geometry (Å):
C (-2.231, -0.318, -0.286)  0.4234
C (-0.988, 0.282, -0.248)  0.0389
C (0.191, -0.404, -0.039)  0.3769
C (1.566, 0.192, -0.111)  0.0513
H (-3.115, 0.279, -0.444)  0.0269
H (-2.338, -1.390, -0.203)  0.0220
H (-0.913, 1.370, -0.405)  -0.0069
H (0.171, -1.498, 0.115)  0.0151
H (2.236, -0.606, -0.484)  0.0076
H (1.569, 1.084, -0.764)  0.0055
O (2.207, 0.647, 1.067)  0.0362
H (1.645, 0.363, 1.803)  0.0032

---

Record 9
C4H7O2 | ωB97M-V with the def2-TZVPD basis set

## Properties
Kohn-Sham gap ... 8.27 eV
Charge ... +1
HOMO ... -13.8 eV
Energy ... -306.68328 Eh
Maximum force ... 6.74 eV/Å
Energy above the lowest of the compared OMol25 structures with the same formula, charge and spin ... 288.4 kJ/mol

Last column: natural (NBO) charge in e.
Geometry (Å):
C (1.202, -0.610, 0.615)  0.9925
C (-0.801, 0.586, -1.214)  0.4739
C (-2.113, 0.046, -1.049)  -0.7388
C (2.017, 0.068, 1.632)  -0.7943
O (-0.233, 1.425, -0.658)  -0.5408
O (0.651, -1.155, -0.187)  -0.2514
H (-2.842, 0.557, -0.666)  0.2523
H (-0.210, -0.257, -1.806)  0.0673
H (-1.644, -0.875, -0.623)  0.2363
H (-2.853, -0.185, -1.772)  0.2911
H (2.985, -0.285, 1.329)  0.3229
H (1.954, -0.462, 2.588)  0.3338
H (1.888, 1.147, 1.811)  0.3550

---

Record 10
C4H7O2Pm | ωB97M-V with the def2-TZVPD basis set

## Properties
Kohn-Sham gap (spin up / spin down) ... 4.52 / 5.83 eV
Charge ... +2
HOMO (spin up / spin down) ... -16.1 / -16.1 eV
Energy ... -914.67297 Eh
Spin multiplicity ... 5
Maximum force ... 3.26 eV/Å
Energy above the lowest of the compared OMol25 structures with the same formula, charge and spin ... 105.5 kJ/mol

Last column: Löwdin spin population.
Geometry (Å):
C (0.521, -0.806, 0.502)  -0.0006
C (0.135, 0.449, 0.195)  -0.0008
C (-0.643, 0.664, -0.992)  0.0000
O (-0.778, 1.783, -1.508)  -0.0074
Pm (-2.117, 3.187, -3.467)  4.0662
H (0.110, -1.650, -0.063)  0.0000
H (0.437, 1.316, 0.785)  0.0000
H (-1.024, -0.228, -1.521)  0.0000
H (-3.992, 2.671, -3.774)  -0.0571
O (1.229, -2.368, 2.199)  -0.0001
C (1.523, -1.154, 1.554)  -0.0001
H (1.639, -0.323, 2.267)  0.0000
H (0.467, -2.251, 2.774)  0.0000
H (2.494, -1.287, 1.048)  0.0000

---

Record 11
C4H7O3 | ωB97M-V with the def2-TZVPD basis set

## Properties
Kohn-Sham gap ... 7.40 eV
SMILES string ... O=C([O-])CCCO
Charge ... -1
HOMO ... -3.9 eV
Energy ... -382.38993 Eh
Maximum force ... 1.32 eV/Å
Energy above the lowest of the compared OMol25 structures with the same formula, charge and spin ... 49.3 kJ/mol

Last column: natural (NBO) charge in e.
Geometry (Å):
O (1.393, 0.398, 2.029)  -0.7907
C (0.276, 0.768, 1.621)  0.7652
O (-0.760, 1.023, 2.284)  -0.7947
C (0.115, 0.858, 0.065)  -0.5165
C (-0.236, -0.508, -0.485)  -0.4254
C (-0.058, -0.524, -1.990)  -0.0526
O (-0.667, -1.664, -2.633)  -0.7392
H (-0.588, 1.643, -0.216)  0.1907
H (1.088, 1.212, -0.267)  0.1909
H (0.371, -1.294, -0.028)  0.2011
H (-1.276, -0.728, -0.233)  0.2052
H (-0.590, 0.324, -2.412)  0.1628
H (0.997, -0.426, -2.263)  0.1490
H (-0.400, -2.438, -2.126)  0.4542

---

Record 12
C4H7O3 | ωB97M-V with the def2-TZVPD basis set

## Properties
Kohn-Sham gap ... 8.73 eV
Charge ... -1
HOMO ... -4.7 eV
Energy ... -382.37557 Eh
Maximum force ... 1.11 eV/Å
Energy above the lowest of the compared OMol25 structures with the same formula, charge and spin ... 87.0 kJ/mol

Last column: natural (NBO) charge in e.
Geometry (Å):
C (-0.153, 2.055, 0.927)  -0.6333
C (0.921, 1.079, 0.476)  -0.3185
C (0.740, 0.409, -0.659)  0.1809
O (1.567, -0.557, -1.141)  -0.7775
H (0.040, 3.091, 0.635)  0.1862
H (-1.090, 1.729, 0.462)  0.2190
H (-0.335, 1.964, 2.001)  0.1948
H (1.852, 1.059, 1.030)  0.1860
H (-0.146, 0.552, -1.270)  0.1623
H (1.117, -1.458, -1.030)  0.5312
O (0.065, -2.730, -0.678)  -0.8162
C (-1.125, -2.467, -0.355)  0.6391
O (-1.882, -1.618, -0.845)  -0.7594
H (-1.570, -3.108, 0.447)  0.0053